1.
Molecular formula: C4H9GdNO4S
Method: DFT, ωB97M-V/def2-TZVPD

Results
Charge ... +3
HOMO energy (alpha / beta) ... -20.78 / -22.59 eV
Multiplicity ... 8
E_LUMO (alpha / beta) ... -16.42 / -12.40 eV

Geometry (Å):
C -0.7049 2.5261 -0.2036
C 0.3433 1.4189 0.0230
C -0.2759 0.0180 0.1745
N -1.7536 0.0098 0.1208
C 0.2492 -0.6556 1.4334
O 1.5273 -1.2290 0.9557
S 1.2527 -1.8390 -0.4192
O 0.7763 -3.2356 -0.4049
O 2.3929 -1.7169 -1.2407
O 0.1829 -0.7697 -0.9835
H -0.2568 3.4621 0.0956
H -1.6287 2.3818 0.3580
H -0.8894 2.6281 -1.2633
H 0.9753 1.6593 0.8638
H 0.9847 1.3814 -0.8458
H -2.1928 -0.8237 0.5417
H -2.1449 0.0815 -0.8313
H -0.3183 -1.4886 1.8435
H 0.4292 0.0289 2.2465
Gd 1.0515 -3.8378 -2.4643

Forces on the atoms, in the same order (eV/Å):
0.9 -0.4 -0.4
-0.9 0.4 -0.4
0.7 2.1 0.4
0.7 -2.2 -1.6
0.0 -1.1 0.4
-1.0 -0.3 0.0
1.7 1.7 0.5
-1.2 1.2 1.2
0.3 -0.5 -1.1
-0.6 -1.7 1.5
-0.2 0.4 0.3
-0.4 0.0 0.3
-0.5 0.0 -0.3
0.1 -0.2 0.4
0.3 0.0 -0.2
-0.5 0.7 0.9
-0.2 1.1 0.1
-0.4 -0.1 -0.1
0.4 0.3 0.1
0.7 -1.5 -2.1


2.
Molecular formula: C29H52F2N3O9S2
Method: DFT, ωB97M-V/def2-TZVPD

Results
Charge ... +1
HOMO energy ... -10.48 eV
Energy above the lowest of the compared OMol25 structures with the same formula, charge and spin ... 144.2 kJ/mol
E_LUMO ... -2.37 eV

Geometry (Å):
C 2.4581 -4.6026 0.4115
C 1.8204 -4.2724 1.8090
O 1.5358 -5.1374 2.6047
N 1.3926 -2.8588 2.0759
H 2.0100 -2.1514 1.6529
H 0.6523 -2.6117 1.3390
C 0.8815 -2.4652 3.3208
H 1.9036 -4.0566 -0.3304
H 2.5852 -5.6083 0.0118
H 3.3217 -4.0628 0.6072
H 0.9394 -1.4302 3.4932
H 1.3472 -2.9561 4.1850
H -0.2021 -3.1440 3.4550
C -1.4793 -0.9291 -2.9439
C -0.6310 -2.1386 -3.3051
O 0.0148 -2.0953 -4.2302
N -0.6999 -3.3850 -2.4663
H -0.1524 -4.0954 -2.5898
H -0.5505 -2.9783 -1.5340
C -2.1532 -3.7575 -2.4389
H -2.5502 -1.0564 -3.2149
H -1.3007 0.0040 -3.3599
H -1.3104 -0.7413 -1.9337
H -2.6542 -3.1896 -1.7727
H -2.2543 -4.7630 -2.2061
H -2.7087 -3.5282 -3.2544
C 0.8575 1.2522 0.0456
C 1.3376 0.4411 -1.1878
O 1.4020 0.8799 -2.2619
N 1.8867 -1.0639 -0.9831
H 2.5022 -0.9291 -0.1549
H 1.1538 -1.6845 -0.4137
C 2.6161 -1.6458 -2.0486
H 0.8459 0.6158 0.8395
H -0.2539 1.5558 0.0373
H 1.3896 2.0868 0.3780
H 2.9493 -2.5026 -1.4989
H 3.3743 -1.1386 -2.3663
H 2.0219 -1.8671 -3.0314
O -0.1747 -2.2797 -0.0814
H -0.8407 -1.7248 -0.2335
O 3.1137 -1.0676 1.2543
H 3.7806 -0.7238 1.7935
F 7.7473 1.1090 -3.5402
C 7.1344 0.3883 -2.6076
C 7.4562 -0.9606 -2.5099
C 6.8758 -1.7039 -1.4937
C 5.9885 -1.0871 -0.5496
C 5.7561 0.3848 -0.6426
C 6.3192 1.0834 -1.6284
H 8.1218 -1.4564 -3.0544
H 7.3708 -2.8206 -1.3750
H 5.3385 -1.6573 0.3375
H 5.1363 0.6376 0.1490
H 6.0082 2.0321 -1.7406
F -3.0429 5.4761 0.0613
C -2.3612 5.2796 -1.0561
C -1.6605 4.0229 -1.2259
C -0.9101 3.7669 -2.4101
C -0.7650 4.8128 -3.3148
C -1.2517 6.1653 -3.1495
C -2.1232 6.2787 -1.9828
H -1.6379 3.3619 -0.3858
H -0.3162 2.7985 -2.6500
H -0.1316 4.5187 -4.1992
H -1.3414 6.9086 -3.9895
H -2.4830 7.2960 -1.9944
C -1.4698 3.3782 2.4872
C -2.5422 2.6843 3.2667
C -1.9479 1.5255 3.9782
S -0.2640 1.7752 4.1680
O 0.4161 0.9393 3.3457
O 0.0089 1.8106 5.5163
C -0.2859 3.3768 3.5938
H -1.6220 4.4126 2.2605
H -1.0659 3.0594 1.6652
H -3.2817 2.1642 2.6296
H -2.9912 3.1717 4.0767
H -2.1310 0.7662 3.2907
H -2.4179 1.4061 4.9596
H 0.6156 3.6108 3.0121
H -0.4768 3.9598 4.4767
C -4.9996 -1.4205 1.8317
C -5.7390 -0.0562 1.5404
C -5.5555 0.4751 0.3490
S -3.9940 -0.1638 -0.3792
O -3.0276 0.8709 -0.6349
O -4.3523 -1.0364 -1.5088
C -3.6547 -1.2124 1.0677
H -5.5022 -2.2474 1.2581
H -4.8711 -1.5572 2.8319
H -5.2888 0.4271 2.2996
H -6.8125 -0.2316 1.7488
H -5.4205 1.6577 0.4548
H -6.3934 0.2777 -0.4187
H -3.0866 -0.5538 1.6964
H -3.2525 -2.0980 0.6163

Forces on the atoms, in the same order (eV/Å):
-2.0 1.2 1.3
-1.7 -2.9 0.0
0.6 1.7 -0.6
-0.4 -1.3 -3.3
2.8 1.3 0.4
-0.4 -0.8 0.1
-3.5 -4.5 3.4
-0.3 0.5 -0.4
0.0 -0.1 1.2
2.5 0.7 -0.7
-0.6 1.4 -0.2
0.7 0.1 -0.5
2.5 2.9 -0.4
-1.8 -2.4 0.5
-2.7 1.9 2.0
4.2 -0.9 -5.2
-6.5 6.2 0.8
4.4 -5.0 -1.8
0.9 0.0 2.0
2.1 -1.1 0.3
0.5 -0.4 0.8
1.6 1.2 -1.7
-0.6 0.2 2.1
-1.1 1.8 2.9
-0.1 -1.8 0.4
-0.8 0.4 -3.4
-2.7 -1.3 -1.7
0.2 -0.7 2.3
0.1 0.4 -2.3
-2.5 3.8 1.6
1.6 0.3 1.2
-0.4 0.8 -1.8
-4.9 -3.9 -0.8
0.3 -1.9 2.5
1.6 -0.4 -1.0
1.4 1.3 -0.4
0.7 -1.2 -0.8
4.7 3.4 -1.4
0.7 0.1 2.1
3.9 -4.3 0.7
-4.2 3.9 -0.3
-2.1 -1.2 -1.6
1.4 0.8 1.2
0.0 0.5 -0.5
-0.3 0.0 1.8
-3.0 2.6 2.5
-0.1 -1.9 2.5
-0.6 0.0 0.6
0.7 -6.3 0.5
1.7 -2.9 -2.3
2.7 -1.4 -2.8
-2.0 2.8 -0.1
2.2 1.4 -2.6
-1.2 1.6 1.0
-0.3 3.5 -0.7
-0.5 0.2 0.5
3.0 -1.8 -1.8
-0.2 1.4 -0.9
0.0 0.0 1.1
1.2 1.3 -2.0
-2.0 -3.7 1.2
1.2 1.5 -2.3
-0.4 -0.6 0.1
-1.4 1.7 0.9
-0.8 0.8 0.8
0.7 -0.8 1.3
-0.8 -0.1 1.0
0.1 3.3 6.8
-1.1 -1.4 -1.9
-1.0 -0.6 1.0
-3.3 3.2 1.1
3.9 -4.6 -4.8
1.4 -0.2 5.0
-0.2 1.1 -3.2
-0.7 0.8 0.1
1.7 -3.0 -4.7
-0.3 1.2 0.1
-0.9 2.1 0.2
0.2 -2.3 -0.3
0.2 -0.5 -0.3
0.2 0.2 0.9
0.0 0.8 0.0
-0.5 -0.1 -6.3
-3.0 -6.5 6.7
0.6 6.1 -8.8
-2.2 -0.9 -0.8
0.5 0.0 0.4
0.5 0.5 1.1
-1.1 0.8 0.1
0.2 0.4 1.2
0.3 -0.7 2.6
0.8 2.7 2.7
0.5 0.4 0.3
-0.3 -2.4 -0.8
1.5 0.3 1.0
1.3 -0.3 0.2
0.8 -0.4 0.5


3.
Molecular formula: C4H11NO2
Method: DFT, ωB97M-V/def2-TZVPD

Results
Charge ... 0
SMILES string ... CC(=O)N(C)C.O
HOMO energy ... -9.40 eV
Energy above the lowest of the compared OMol25 structures with the same formula, charge and spin ... 148.9 kJ/mol
E_LUMO ... 0.81 eV

Geometry (Å):
C -0.9530 1.0916 -0.6387
C -0.5506 -0.2161 0.0690
N 0.2228 -1.0401 -0.7084
C 1.4114 -1.6683 -0.0656
C 0.4548 -0.9115 -2.1324
O -0.3399 -0.3022 1.2953
H -1.1232 1.9125 0.0950
H -0.1651 1.2699 -1.3578
H -1.9037 1.1474 -1.1238
H 1.0819 -2.0824 0.8990
H 2.0591 -0.7767 0.1049
H 1.7925 -2.5317 -0.6697
H -0.1743 -0.2037 -2.6585
H 1.4301 -0.4214 -2.1522
H 0.5199 -1.9028 -2.6465
H -0.3853 2.5757 2.9379
H -0.3377 1.4239 1.8689
O -0.4337 2.4402 1.9845

Forces on the atoms, in the same order (eV/Å):
-1.0 0.1 1.3
3.2 0.9 0.3
-0.6 -1.3 -0.3
-1.3 0.0 0.5
0.7 0.1 -0.1
-1.5 0.4 -0.7
0.9 -0.7 -0.4
0.0 0.6 0.1
-0.6 -0.7 -0.8
0.4 0.3 -0.3
0.4 -1.2 -0.1
-0.1 1.2 0.3
-0.6 -0.4 0.1
0.4 -0.2 -0.7
-0.2 0.9 0.4
0.0 0.0 -0.1
-0.3 1.8 0.4
0.3 -1.9 0.1


> Among the records above, which one has the lowest charge?

C4H11NO2